Here is a molecular structure, C24H27CrO4PSSe2 at a distorted geometry from OMol25. Energies are from ωB97M-V with the def2-TZVPD basis set.

Last column: natural (NBO) charge in e.
Element x y z (Å)
Cr (1.02837, 1.19214, -0.37300)  1.171
Se (-1.15951, 1.58067, -1.48489)  -0.288
P (-1.34164, -0.56201, -1.26333)  1.057
Se (0.59799, -1.24940, -0.52366)  -0.298
C (-1.63063, -1.22925, -2.92527)  -0.325
C (-2.69672, -0.72386, -3.67071)  -0.208
C (-2.95169, -1.21736, -4.93727)  -0.197
C (-2.13888, -2.20789, -5.47627)  -0.185
C (-1.07402, -2.70476, -4.74372)  -0.196
C (-0.81997, -2.22018, -3.46639)  -0.226
C (-2.70470, -1.11609, -0.24073)  -0.330
C (-2.51918, -2.10861, 0.71327)  -0.188
C (-3.58130, -2.49433, 1.51612)  -0.201
C (-4.81894, -1.88840, 1.36979)  -0.176
C (-5.00492, -0.89916, 0.41267)  -0.188
C (-3.94893, -0.50671, -0.38990)  -0.203
H (-3.31693, 0.07084, -3.27570)  0.223
H (-3.78374, -0.82682, -5.50763)  0.229
H (-2.33923, -2.58953, -6.46859)  0.227
H (-0.43817, -3.47373, -5.16215)  0.224
H (0.00926, -2.61581, -2.89499)  0.227
H (-1.55049, -2.57337, 0.84028)  0.224
H (-3.43575, -3.25931, 2.26694)  0.224
H (-5.64161, -2.17953, 2.00941)  0.225
H (-5.97002, -0.42381, 0.30123)  0.225
H (-4.08943, 0.29496, -1.10398)  0.219
C (4.10822, 0.89488, -3.05920)  -0.727
C (2.64166, 1.16663, -3.13483)  0.713
C (1.94005, 1.30453, -4.44479)  -0.730
O (1.98380, 1.21019, -2.10508)  -0.635
H (4.62239, 1.10356, -3.99247)  0.243
H (4.22743, -0.16542, -2.81637)  0.263
H (4.54313, 1.47060, -2.24277)  0.253
H (2.62378, 1.36837, -5.28574)  0.236
H (1.28599, 2.17621, -4.41609)  0.268
H (1.29111, 0.43134, -4.56286)  0.273
C (5.17204, 0.13284, 1.44670)  -0.808
S (3.50210, -0.33390, 0.99071)  1.256
C (2.79233, -0.64268, 2.59755)  -0.814
O (2.87960, 0.98640, 0.53959)  -0.991
H (5.25576, 0.29525, 2.51820)  0.249
H (5.37431, 1.05813, 0.91084)  0.266
H (5.86154, -0.64452, 1.12439)  0.253
H (3.06262, -1.65177, 2.90928)  0.252
H (1.71323, -0.57204, 2.46717)  0.273
H (3.13381, 0.10097, 3.31485)  0.249
O (-1.57183, 0.62862, 1.83531)  -0.618
C (-0.57226, 1.21882, 2.17423)  0.781
O (0.43050, 1.49656, 1.35822)  -0.779
C (-0.32559, 1.65868, 3.58806)  -0.120
C (-1.29343, 1.37257, 4.54447)  -0.171
C (-1.09053, 1.73871, 5.86538)  -0.215
C (0.08163, 2.38543, 6.23381)  -0.185
C (1.05106, 2.66987, 5.28098)  -0.224
C (0.84592, 2.31257, 3.95665)  -0.197
H (-2.19339, 0.85868, 4.23377)  0.237
H (-1.84411, 1.51857, 6.60987)  0.222
H (0.23929, 2.66980, 7.26609)  0.221
H (1.96488, 3.17094, 5.57315)  0.217
H (1.58374, 2.54189, 3.19941)  0.220

Output
2S+1 ... 4
Relative energy (zero: lowest compared OMol25 entry of this formula, charge and spin) ... 25.8 kJ/mol
<S²> ... 3.862
Max |F| ... 1.25 eV/A
E ... -212751.6547 eV
Gap between HOMO and LUMO (alpha / beta) ... 0.2544 / 0.2967 hartree
Total charge ... +1
HOMO energy (alpha / beta) ... -0.4066 / -0.4100 hartree
LUMO energy (alpha / beta) ... -4.14 / -3.08 eV